This record from OMol25 describes an isolated ion of composition C5H6N and charge +1. The level of theory is ωB97M-V/def2-TZVPD.

Geometry as XYZ:
```
12
Properties=species:S:1:pos:R:3:forces:R:3:nbo_charge:R:1
C -0.292 -0.917 -0.543 -0.5 -4.3 -2.1 -0.48
C -1.772 -0.115 1.535 4.2 -1.8 -5.1 0.38
C 0.046 0.211 0.092 -1.2 2.2 2.4 0.49
C -1.368 -1.628 -0.146 -1.3 2.7 2.9 0.11
C 0.998 1.198 -0.316 0.8 1.3 -0.1 -0.70
N -0.871 0.592 1.121 0.3 0.7 1.1 -0.43
H 0.290 -1.411 -1.321 0.3 0.8 -0.1 0.29
H -2.578 -0.093 2.131 -2.8 0.1 2.1 0.23
H -2.098 -2.316 -0.530 0.4 -0.6 -0.4 0.23
H 0.314 1.843 -0.927 0.4 0.2 0.5 0.31
H 1.649 0.784 -1.056 0.7 -0.3 -0.3 0.26
H 1.565 1.834 0.440 -1.2 -1.0 -0.8 0.31
```
Positions in Å, forces in eV/Å.

* total charge: +1
* max |F|: 6.8 eV Å⁻¹
* HOMO level: -14.2 eV
* HOMO-LUMO gap: 7.03 eV
* LUMO: -0.2642 Ha
* multiplicity: 1

=====

This record from OMol25 describes an isolated ion of composition C5H6N and charge +1. The level of theory is ωB97M-V/def2-TZVPD.

Geometry as XYZ:
```
12
Properties=species:S:1:pos:R:3:forces:R:3:nbo_charge:R:1
C 2.291 -0.965 -0.036 0.7 -0.7 0.0 0.35
C 1.454 -0.022 0.118 -0.3 -1.4 -0.8 -0.49
C -1.270 -1.081 -0.423 -3.6 0.6 3.6 0.16
C 0.186 0.502 0.647 1.5 0.0 0.1 -0.06
C 0.834 1.126 -0.543 -1.7 -1.7 0.4 -0.30
N -0.993 -0.260 0.517 2.4 -1.1 -3.4 -0.35
H -2.268 -1.516 -0.319 0.3 -0.1 -0.3 0.24
H -0.654 -1.431 -1.128 2.7 -0.6 -2.7 0.23
H 1.368 1.913 -0.200 1.2 3.3 -0.3 0.27
H 0.390 0.935 1.581 -0.7 0.7 1.2 0.27
H 0.270 0.985 -1.445 0.4 0.4 -0.6 0.25
H -1.606 -0.185 1.231 -2.8 0.6 2.8 0.44
```
Positions in Å, forces in eV/Å.

* total charge: +1
* max |F|: 5.1 eV Å⁻¹
* HOMO level: -14.8 eV
* HOMO-LUMO gap: 8.58 eV
* LUMO: -0.2291 Ha
* multiplicity: 1

=====

This record from OMol25 describes an isolated ion of composition C5H6N and charge +1. The level of theory is ωB97M-V/def2-TZVPD.

Geometry as XYZ:
```
12
Properties=species:S:1:pos:R:3:forces:R:3:nbo_charge:R:1
C -1.307 0.876 0.178 1.1 -2.8 0.0 0.33
C 1.335 0.175 -0.458 0.1 3.9 0.2 -0.39
C 0.944 -0.409 0.843 0.4 1.2 2.2 -0.36
C -1.371 -0.685 -0.574 1.8 1.0 3.8 0.29
C -0.142 -0.073 -0.112 1.3 2.8 -0.4 -0.18
N -2.222 -0.088 0.263 -1.8 0.2 -0.7 -0.24
H -1.501 1.889 0.044 -0.3 1.9 -0.1 0.26
H 1.650 1.322 -0.342 -1.0 -2.6 -0.5 0.26
H 1.884 -0.271 -1.290 -0.4 -0.5 0.5 0.27
H 1.067 -1.421 0.857 0.4 -2.8 0.4 0.24
H 1.086 0.041 1.915 -0.4 -0.4 -2.5 0.27
H -1.422 -1.355 -1.323 -1.3 -2.0 -2.9 0.26
```
Positions in Å, forces in eV/Å.

* total charge: +1
* max |F|: 4.3 eV Å⁻¹
* HOMO level: -15.8 eV
* HOMO-LUMO gap: 9.91 eV
* LUMO: -0.2163 Ha
* multiplicity: 1

=====

This record from OMol25 describes C5H6N as an isolated structure. The level of theory is ωB97M-V/def2-TZVPD.

Geometry as XYZ:
```
12
Properties=species:S:1:pos:R:3:forces:R:3:nbo_charge:R:1
C -1.469 -0.505 -0.180 -1.2 -2.3 -1.2 -0.25
C -0.413 -1.344 -0.017 -2.6 -1.0 -1.5 0.28
C -1.097 0.857 0.229 0.1 0.9 2.5 -0.50
C 1.472 0.246 -0.378 0.9 0.0 -1.6 -0.26
C 0.377 0.476 0.505 0.3 3.7 0.4 0.32
N 0.823 -0.875 0.396 2.3 -1.2 1.7 -0.48
H -2.512 -0.785 -0.627 2.3 0.3 1.1 0.29
H -1.152 1.633 -0.597 0.1 -0.9 1.2 0.30
H -1.665 1.222 1.257 1.4 -0.7 -2.8 0.29
H 1.489 -0.014 -1.433 -0.7 0.7 -0.3 0.25
H 2.479 0.453 -0.022 -0.1 0.0 0.3 0.26
H 1.667 -1.364 0.867 -2.7 0.4 0.1 0.50
```
Positions in Å, forces in eV/Å.

* total charge: +1
* max |F|: 3.7 eV Å⁻¹
* HOMO level (spin up / spin down): -15.0 / -14.5 eV
* HOMO-LUMO gap (spin up / spin down): 9.12 / 8.63 eV
* LUMO (spin up / spin down): -0.2150 / -0.2141 Ha
* multiplicity: 1

=====

This record from OMol25 describes an isolated ion of composition C5H6N and charge +1. The level of theory is ωB97M-V/def2-TZVPD.

Geometry as XYZ:
```
12
Properties=species:S:1:pos:R:3:forces:R:3:nbo_charge:R:1
C 1.726 0.406 2.541 -1.4 -2.1 1.5 0.00
C 1.468 0.333 1.356 2.3 1.5 1.0 -0.17
C 1.608 0.492 -0.047 0.3 -2.3 1.7 0.17
N 0.508 0.079 -0.525 1.8 0.7 -1.5 -0.23
C -0.500 -0.557 -0.849 -0.6 0.7 -3.4 0.26
C -1.859 0.028 -0.997 -1.0 -2.4 -5.3 -0.71
H 1.564 -0.023 3.577 0.7 1.4 -1.4 0.29
H 2.711 0.511 -0.426 -2.4 0.9 -0.4 0.32
H -0.360 -1.528 -1.380 0.2 0.1 1.4 0.26
H -2.434 -0.821 -1.507 0.3 0.9 1.6 0.26
H -2.140 0.250 -0.075 -1.9 0.8 4.2 0.25
H -2.291 0.829 -1.669 2.0 -0.1 0.5 0.31
```
Positions in Å, forces in eV/Å.

* total charge: +1
* max |F|: 5.9 eV Å⁻¹
* structure (SMILES): C#CC=[N+]=CC
* HOMO level: -15.2 eV
* HOMO-LUMO gap: 9.17 eV
* LUMO: -0.2224 Ha
* multiplicity: 1

=====

This record from OMol25 describes an isolated ion of composition C5H6N and charge +1. The level of theory is ωB97M-V/def2-TZVPD.

Geometry as XYZ:
```
12
Properties=species:S:1:pos:R:3:forces:R:3:nbo_charge:R:1
C 0.436 -1.046 0.297 1.8 -4.2 -0.6 -0.34
C 1.398 -0.231 -0.170 0.4 -1.0 0.8 -0.18
C 1.186 1.191 -0.078 4.8 0.9 -1.5 -0.22
C -0.039 1.552 0.127 -3.1 -1.4 2.4 0.35
N -0.944 0.688 0.256 -1.7 1.3 -2.3 -0.23
C -2.004 0.100 -0.195 2.1 -0.6 1.5 0.05
H 0.577 -2.169 0.016 -0.5 2.0 0.5 0.26
H -0.179 -0.927 1.171 -0.2 0.3 0.1 0.24
H 2.340 -0.743 -0.511 -0.9 1.2 0.0 0.29
H 2.072 1.839 -0.236 -1.0 -0.2 -0.2 0.28
H -2.120 -0.992 -0.087 -0.1 0.9 0.2 0.26
H -2.724 0.737 -0.588 -1.5 0.8 -0.9 0.24
```
Positions in Å, forces in eV/Å.

* total charge: +1
* max |F|: 5.1 eV Å⁻¹
* structure (SMILES): C=CC=C=[N+]=C
* HOMO level (spin up / spin down): -14.3 / -14.3 eV
* HOMO-LUMO gap (spin up / spin down): 7.89 / 7.89 eV
* LUMO (spin up / spin down): -0.2363 / -0.2363 Ha
* multiplicity: 1

=====

- Look up the multiplicity of the sixth one.
  1